1.
Computed, not measured: a cluster of 8 separate species, C30H54Cl2F8O7 in total in a non-equilibrium geometry, with the ωB97M-V functional and the def2-TZVPD basis.

The geometry in XYZ format:
```
101
Properties=species:S:1:pos:R:3
F -0.91 1.72 5.17
C -0.90 1.07 6.34
F -2.09 0.53 6.66
C 0.27 0.07 6.60
F 0.24 -0.37 7.88
F 1.47 0.70 6.45
C 0.18 -1.16 5.66
O -1.09 -1.82 5.76
C -1.73 -2.30 4.61
F -2.31 -1.22 4.13
F -0.88 -2.75 3.72
C -2.87 -3.33 5.02
F -3.71 -2.97 6.05
F -3.67 -3.66 4.03
H -0.87 1.78 7.16
H 1.10 -1.73 5.81
H 0.28 -0.83 4.62
H -2.38 -4.24 5.38
C -6.05 6.27 1.79
C -4.56 6.40 1.87
C -4.38 7.63 1.01
O -5.30 7.46 -0.04
C -6.32 6.50 0.34
H -6.46 6.95 2.55
H -6.48 5.31 2.06
H -4.08 5.47 1.54
H -4.21 6.52 2.89
H -3.34 7.74 0.70
H -4.58 8.53 1.59
H -6.24 5.59 -0.26
H -7.35 6.82 0.14
C 8.79 0.31 2.53
C 7.90 0.97 3.59
C 6.77 1.56 2.73
O 6.59 0.69 1.67
C 7.74 -0.23 1.50
H 9.38 -0.54 2.89
H 9.50 1.04 2.15
H 8.46 1.68 4.20
H 7.61 0.05 4.10
H 7.16 2.54 2.46
H 5.89 1.74 3.35
H 8.17 -0.14 0.51
H 7.52 -1.28 1.68
C 1.30 -0.11 -2.13
C 0.57 1.30 -2.18
C -0.72 1.03 -1.41
O -1.01 -0.29 -1.71
C 0.05 -0.96 -2.47
H 1.70 -0.26 -1.12
H 2.03 -0.11 -2.94
H 0.46 1.57 -3.23
H 1.17 2.12 -1.79
H -1.50 1.76 -1.62
H -0.38 1.26 -0.40
H -0.20 -0.93 -3.53
H -0.03 -1.99 -2.12
C 1.11 9.41 -2.39
C 0.55 10.82 -2.02
C -0.66 11.04 -2.93
O -1.19 9.69 -3.11
C -0.14 8.72 -3.18
H 1.57 8.89 -1.55
H 1.97 9.59 -3.04
H 1.24 11.66 -2.05
H 0.34 10.85 -0.95
H -0.30 11.60 -3.80
H -1.43 11.69 -2.53
H 0.17 8.66 -4.22
H -0.39 7.75 -2.75
C -2.90 -10.19 -1.89
C -3.98 -10.80 -1.13
C -3.95 -10.36 0.36
O -2.82 -9.41 0.32
C -2.55 -8.99 -1.07
H -3.14 -9.88 -2.90
H -1.95 -10.72 -1.96
H -3.87 -11.88 -1.13
H -4.96 -10.64 -1.60
H -3.68 -11.25 0.94
H -4.87 -9.97 0.79
H -1.56 -8.61 -1.32
H -3.10 -8.08 -1.29
C 4.74 -5.54 -4.27
C 5.21 -5.13 -5.68
C 5.00 -6.42 -6.54
O 4.40 -7.43 -5.66
C 3.84 -6.74 -4.50
H 4.15 -4.72 -3.85
H 5.62 -5.79 -3.69
H 6.22 -4.72 -5.68
H 4.59 -4.29 -6.03
H 5.95 -6.84 -6.90
H 4.31 -6.30 -7.37
H 3.82 -7.27 -3.55
H 2.83 -6.48 -4.82
Cl -8.44 0.72 -1.07
C -7.02 -0.20 -1.79
Cl -7.54 -1.57 -2.78
H -6.35 0.45 -2.36
H -6.56 -0.76 -0.97
```

Properties
- Gap between HOMO and LUMO: 0.357 Ha
- Net charge: 0
- Maximum force: 0.0738 hartree/bohr
- Calculated total energy: -3421.21418 Ha
- E_LUMO: 0.270 eV

***

2.
Computed, not measured: an isolated molecule of C8H14O4S2 in a non-equilibrium geometry, with the ωB97M-V functional and the def2-TZVPD basis.

The geometry in XYZ format:
```
28
Properties=species:S:1:pos:R:3
C 1.93 0.52 0.09
C 2.61 -0.64 -0.52
C 2.66 1.73 0.29
C 2.06 2.92 0.96
C -2.78 -0.14 -0.36
C -0.02 -2.98 0.09
C 2.04 -2.02 -0.65
C -2.40 1.33 -0.62
O 3.90 1.80 -0.06
O 0.15 0.94 1.80
O 3.72 -0.55 -1.02
O 1.06 -2.21 0.46
S -0.55 1.65 -0.92
S 0.20 0.22 0.54
H 1.54 2.70 1.95
H 2.87 3.53 1.26
H 1.45 3.54 0.28
H -2.21 -1.04 -0.75
H -3.08 -0.30 0.65
H -3.82 -0.22 -0.87
H -0.60 -3.05 0.95
H 0.26 -3.99 -0.24
H -0.67 -2.66 -0.66
H 1.64 -2.07 -1.68
H 2.71 -2.84 -0.54
H -2.67 2.02 0.23
H -2.72 1.67 -1.61
H 4.02 0.78 -0.54
```

Properties
- Gap between HOMO and LUMO: 0.327 Ha
- Net charge: 0
- Maximum force: 0.0642 hartree/bohr
- Calculated total energy: -1410.44961 Ha
- E_LUMO: 0.231 eV

***

3.
Computed, not measured: a structure of composition C48H34BrCl5N3O3S2Ta in a non-equilibrium geometry, with the ωB97M-V functional and the def2-TZVPD basis.

The geometry in XYZ format:
```
97
Properties=species:S:1:pos:R:3
Ta 0.11 -0.50 -0.37
C 8.28 -0.89 0.84
C 6.82 -0.70 1.09
C 6.06 0.10 0.22
C 4.70 0.27 0.42
C 4.10 -0.36 1.51
C 4.83 -1.17 2.37
C 6.18 -1.32 2.16
S 2.36 -0.24 1.80
O 1.83 -0.17 0.25
C 2.09 1.39 2.48
C 3.17 2.29 2.53
C 3.11 3.39 3.33
C 1.99 3.63 4.16
C 1.96 4.70 5.07
C 0.87 4.91 5.87
C -0.24 4.05 5.79
C -0.25 2.99 4.92
C 0.86 2.75 4.07
C 0.91 1.63 3.20
C -0.24 0.69 3.14
C -0.28 -0.49 3.81
C 0.70 -1.03 4.72
C 0.73 -2.35 4.95
C -0.16 -3.26 4.23
C -1.15 -2.82 3.45
C -1.48 -1.35 3.39
C -3.27 0.35 4.02
C -2.72 1.18 3.15
C -1.54 0.77 2.31
S -1.80 1.65 0.70
O -0.43 1.35 -0.06
C -2.06 3.35 0.94
C -3.09 3.84 0.12
C -3.56 5.12 0.30
C -3.04 5.94 1.32
C -3.56 7.31 1.54
C -1.99 5.43 2.11
C -1.50 4.16 1.93
H 8.73 -0.01 0.39
H 8.43 -1.72 0.14
H 8.82 -1.14 1.75
H 6.53 0.59 -0.62
H 4.13 0.90 -0.25
H 4.35 -1.67 3.21
H 6.76 -1.95 2.83
H 4.07 2.10 1.95
H 3.95 4.07 3.38
H 2.83 5.34 5.16
H 0.86 5.74 6.57
H -1.09 4.21 6.44
H -1.09 2.30 4.91
H 1.41 -0.35 5.19
H 1.44 -2.77 5.64
H 0.01 -4.32 4.34
H -1.81 -3.50 2.93
H -4.09 0.67 4.66
H -3.06 2.21 3.07
H -3.51 3.21 -0.66
H -4.34 5.50 -0.33
H -4.56 7.44 1.15
H -2.92 8.03 1.01
H -3.54 7.59 2.59
H -1.57 6.05 2.89
H -0.68 3.79 2.54
Cl -5.85 -3.30 2.67
C -4.44 -2.29 2.72
C -3.95 -1.86 1.41
Cl -4.95 -2.23 0.07
C -2.79 -1.22 1.12
Cl -2.37 -1.01 -0.61
C -1.65 -0.79 1.97
O -0.48 -1.10 1.23
C -2.77 -1.04 4.23
Cl -2.30 -1.08 5.97
C -3.93 -2.01 3.95
Cl -4.72 -2.65 5.31
N 0.55 -4.73 -1.16
C 1.49 -4.32 -2.07
C 1.49 -2.97 -2.03
N 0.56 -2.55 -1.08
C 0.01 -3.66 -0.58
H 0.30 -5.69 -0.97
H 2.05 -5.01 -2.68
H 2.09 -2.28 -2.60
H -0.74 -3.70 0.19
Br 3.75 1.20 -4.62
C 1.95 0.94 -4.15
C 0.91 1.30 -5.01
C -0.39 1.05 -4.60
C -0.63 0.48 -3.36
N 0.38 0.16 -2.52
C 1.64 0.39 -2.92
H 1.12 1.75 -5.97
H -1.23 1.29 -5.25
H -1.64 0.27 -3.04
H 2.44 0.11 -2.24
```

Properties
- Gap between HOMO and LUMO: 0.211 Ha
- Net charge: +4
- Maximum force: 0.0561 hartree/bohr
- Calculated total energy: -7966.52655 Ha
- E_LUMO: -11.757 eV

***

4.
Computed, not measured: a structure of composition C4H22N9O10Sr in a non-equilibrium geometry, with the ωB97M-V functional and the def2-TZVPD basis.

The geometry in XYZ format:
```
46
Properties=species:S:1:pos:R:3
Sr -0.70 4.08 -1.95
N -0.03 0.56 -1.16
O -0.56 -0.40 -0.57
O 1.20 0.70 -1.14
O -0.79 1.43 -1.66
C -2.97 0.37 2.22
O -3.37 0.83 3.30
N -1.80 0.75 1.66
N -3.78 -0.37 1.43
H -1.13 1.37 2.07
H -1.57 0.51 0.70
H -4.76 -0.39 1.64
H -3.40 -0.72 0.58
C 2.34 1.49 2.62
O 2.16 2.50 1.94
N 3.12 1.41 3.70
N 1.56 0.36 2.40
H 3.01 0.62 4.31
H 3.56 2.24 4.04
H 1.67 -0.53 2.86
H 1.24 0.30 1.44
C 3.64 -2.42 -1.44
O 4.35 -1.60 -2.04
N 3.94 -3.76 -1.41
N 2.65 -2.05 -0.60
H 4.68 -4.10 -2.00
H 4.10 -3.99 -0.44
H 2.49 -1.06 -0.52
H 2.29 -2.70 0.08
C -3.60 -1.09 -2.97
O -4.28 -1.55 -3.88
N -3.38 0.25 -2.90
N -3.26 -1.81 -1.86
H -3.70 0.68 -3.76
H -2.62 0.61 -2.33
H -3.18 -2.81 -1.91
H -2.54 -1.35 -1.33
O 0.14 3.49 0.29
H 0.52 2.63 0.57
H -0.16 3.90 1.11
O -1.28 -2.74 1.02
H -0.79 -2.05 0.56
H -1.29 -2.47 1.95
O 1.78 3.18 -2.25
H 2.69 3.48 -2.14
H 1.83 2.21 -2.24
```

Properties
- Gap between HOMO and LUMO: 0.212 Ha
- Net charge: +1
- Maximum force: 0.0667 hartree/bohr
- Calculated total energy: -1441.39167 Ha
- E_LUMO: -5.633 eV

***

5.
Computed, not measured: an isolated molecule of C22H25N3O2 in a non-equilibrium geometry, with the ωB97M-V functional and the def2-TZVPD basis.

The geometry in XYZ format:
```
52
Properties=species:S:1:pos:R:3
C -5.21 -1.00 1.47
C -4.37 -1.88 0.62
N -4.87 -3.01 0.03
C -3.89 -3.52 -0.63
O -2.76 -2.82 -0.56
C -3.06 -1.75 0.24
C -2.07 -0.75 0.68
O -2.26 -0.16 1.74
N -1.01 -0.47 -0.11
C -0.71 -1.05 -1.40
C 0.40 -2.10 -1.29
C 1.49 -1.53 -0.43
C 1.31 -0.42 0.35
N 2.45 -0.18 1.07
C 3.38 -1.13 0.76
C 4.68 -1.30 1.22
C 5.40 -2.36 0.72
C 4.85 -3.24 -0.22
C 3.56 -3.07 -0.68
C 2.81 -2.01 -0.19
C 0.05 0.37 0.44
C 0.11 1.75 -0.27
C 1.11 2.67 0.41
C 1.14 4.05 -0.25
C -0.25 4.68 -0.24
C -1.24 3.76 -0.94
C -1.28 2.39 -0.28
H -5.73 -1.61 2.21
H -5.95 -0.50 0.86
H -4.57 -0.27 1.96
H -3.91 -4.43 -1.21
H -1.61 -1.48 -1.84
H -0.37 -0.24 -2.05
H 0.78 -2.36 -2.28
H 0.01 -3.01 -0.83
H 2.56 0.54 1.77
H 5.11 -0.63 1.95
H 6.41 -2.53 1.06
H 5.45 -4.06 -0.58
H 3.14 -3.75 -1.41
H -0.22 0.55 1.49
H 0.44 1.60 -1.31
H 2.12 2.24 0.36
H 0.84 2.79 1.47
H 1.85 4.69 0.27
H 1.47 3.94 -1.28
H -0.22 5.65 -0.73
H -0.57 4.83 0.80
H -2.24 4.21 -0.92
H -0.95 3.65 -1.99
H -1.99 1.75 -0.80
H -1.63 2.49 0.75
```

Properties
- Gap between HOMO and LUMO: 0.313 Ha
- Net charge: 0
- Maximum force: 0.0268 hartree/bohr
- Calculated total energy: -1168.13062 Ha
- E_LUMO: 0.717 eV

***

6.
Computed, not measured: an isolated molecule of C5H7P in a non-equilibrium geometry, with the ωB97M-V functional and the def2-TZVPD basis.

The geometry in XYZ format:
```
13
Properties=species:S:1:pos:R:3
C -1.05 0.58 -0.71
C -1.54 1.31 -1.78
C 0.17 -0.15 -0.45
C 0.84 -1.14 -1.05
C 0.50 0.01 1.02
P -1.19 1.51 -3.43
H -1.64 0.87 0.14
H -2.35 2.01 -1.63
H 0.58 -1.46 -2.07
H 1.53 -1.61 -0.48
H 1.05 0.86 1.33
H 1.09 -0.76 1.36
H -0.31 0.18 1.70
```

Properties
- Gap between HOMO and LUMO (alpha / beta): 0.251 / 0.242 Ha
- Net charge: 0
- Maximum force: 0.0919 hartree/bohr
- Calculated total energy: -535.90605 Ha
- E_LUMO (alpha / beta): -0.761 / -1.405 eV